(1)
C55H44Cl3N5O3P2ReSi as an isolated structure. Source: the OMol25 dataset; level of theory: wB97M-V/def2-TZVPD.

Geometry as XYZ:
```
114
C55H44Cl3N5O3P2ReSi | the OMol25 dataset | wB97M-V/def2-TZVPD
Re 0.483 -0.380 0.075
Cl -3.011 0.418 3.219
Cl -0.866 2.058 0.892
Cl -3.916 2.608 1.224
P 1.838 0.246 2.124
P 1.680 0.388 -1.887
Si -2.593 0.998 1.284
O -1.258 0.577 -1.741
O 3.644 -0.887 0.033
O -1.266 -0.669 1.360
N -2.219 -3.348 -4.733
N -3.532 0.785 -1.268
N -0.286 -1.922 -0.993
N -3.200 -5.064 -0.663
N -3.224 0.075 -0.078
C 0.837 0.488 -4.603
C 4.349 0.271 3.391
C 1.768 1.925 2.839
C 5.716 0.074 3.451
C -3.138 2.779 -5.783
C 6.150 -2.842 -0.102
C 1.272 -0.876 3.449
C 1.501 2.226 4.167
C 1.194 -1.671 -3.619
C 5.454 0.232 -3.486
C 5.637 -0.697 -1.263
C 0.345 -2.655 5.386
C 1.509 -2.934 4.684
C 1.141 -0.283 -3.491
C 2.785 2.889 -1.481
C 3.474 0.060 -2.120
C 7.871 -1.028 -0.135
C 2.078 2.957 1.955
C 5.732 -0.745 1.175
C -0.989 -2.639 -1.580
C 6.402 -0.424 2.346
C -2.719 1.567 -3.321
C 2.108 4.269 2.386
C -3.657 -1.167 0.013
C -1.070 -2.995 2.010
C 6.221 -0.317 -2.461
C 3.642 -0.038 2.229
C -1.857 -3.506 -2.197
C -2.059 -3.433 -3.595
C 4.264 -0.512 -1.139
C 2.802 4.271 -1.403
C 4.353 -0.559 1.162
C 6.374 -1.319 -0.082
C -3.457 3.454 -4.614
C -2.446 0.913 -2.000
C 0.592 4.345 -2.330
C -2.622 1.491 -5.721
C -1.855 -1.854 1.444
C 1.976 -2.046 3.728
C -2.405 0.888 -4.492
C -3.124 -2.050 0.983
C 0.093 -0.616 4.140
C -4.623 -1.677 -1.001
C 1.665 2.216 -1.975
C 1.820 4.568 3.712
C 0.922 -2.276 -4.831
C 1.520 3.547 4.598
C 0.569 2.959 -2.400
C -2.612 -4.377 -1.379
C -0.362 -1.492 5.112
C 4.095 0.421 -3.316
C -3.260 2.846 -3.383
C 0.605 -1.500 -5.939
C 0.571 -0.121 -5.824
C 1.702 5.005 -1.828
H -0.273 4.902 -2.665
H 1.827 5.596 4.051
H -1.362 -3.158 3.049
H 7.284 -0.441 -2.609
H 0.945 -3.354 -4.911
H -0.485 0.269 3.915
H 7.473 -0.550 2.407
H 6.571 -3.271 -1.012
H -5.382 -0.922 -1.201
H 0.323 0.491 -6.680
H 3.679 4.775 -1.019
H -2.398 0.950 -6.630
H 2.061 -3.842 4.886
H 3.658 2.333 -1.160
H 8.313 -1.462 -1.030
H 1.279 1.444 4.881
H 8.073 0.042 -0.129
H 1.715 6.085 -1.773
H -3.301 3.251 -6.743
H -0.013 -3.344 6.140
H -0.319 2.462 -2.759
H 2.894 -2.270 3.201
H 3.509 0.859 -4.112
H 1.301 3.772 5.633
H -0.003 -2.779 1.995
H 8.382 -1.484 0.711
H 0.806 1.566 -4.536
H -5.059 -2.613 -0.659
H -1.273 -3.909 1.453
H -2.004 -0.116 -4.437
H 1.453 -2.285 -2.763
H -1.276 -1.269 5.645
H 5.087 -3.083 -0.073
H -4.105 -1.857 -1.945
H -3.558 -3.034 1.068
H 5.925 0.518 -4.415
H 3.824 0.680 4.245
H 6.631 -3.305 0.760
H 2.271 2.734 0.912
H 0.371 -1.972 -6.883
H 6.257 0.318 4.354
H 2.337 5.060 1.684
H -3.870 4.453 -4.661
H -3.525 3.352 -2.464
```

max |F|	0.009	Eh/bohr
spin multiplicity	4
⟨S²⟩	3.766
HOMO (alpha / beta)	-7.5356 / -7.5991	eV

Here are the Löwdin charges for atoms 1 to 5, given in e:
1. Re 0.98
2. Cl 0.44
3. Cl 0.48
4. Cl 0.28
5. P 1.00


(2)
C43H49CrN6O4SbSi as an isolated structure at a distorted geometry. Source: the OMol25 dataset; level of theory: wB97M-V/def2-TZVPD.

Geometry as XYZ:
```
105
C43H49CrN6O4SbSi | the OMol25 dataset | wB97M-V/def2-TZVPD
Sb 2.523 3.376 1.354
Cr 0.194 0.947 0.696
Si -0.283 3.783 -1.491
O -2.887 0.684 -2.121
O -1.731 -3.785 2.489
O -2.813 -3.271 -3.564
O 0.113 2.516 -0.617
N -1.328 -2.442 -1.637
N 2.851 0.563 2.510
N 2.594 0.860 -0.374
N -0.400 -0.459 -0.823
N -0.929 -2.250 0.609
N -0.399 2.386 1.992
C -1.572 -6.541 -2.415
C -0.524 -0.989 4.541
C 3.237 0.075 -1.244
C -1.210 -2.588 2.923
C -0.669 0.542 -4.945
C 0.542 -0.301 -3.066
C 4.048 0.590 -2.249
C -0.115 -0.147 3.526
C -0.811 -6.119 -1.344
C -0.514 -0.043 -2.194
C 4.666 1.167 4.517
C -0.230 -0.455 2.153
C -0.779 -1.713 1.910
C -1.933 3.708 3.269
C 2.961 -1.828 2.995
C -2.661 1.487 2.471
C 0.573 3.714 -3.182
C 3.230 1.818 2.719
C -3.500 -3.615 -4.750
C 4.217 1.960 -2.356
C 0.215 4.566 2.796
C -1.739 0.786 -4.110
C -0.721 -4.766 -1.032
C -1.406 -3.825 -1.789
C -1.609 2.556 2.565
C 0.490 3.390 2.117
C 2.840 2.169 -0.416
C -2.974 0.826 -0.712
C -1.692 0.485 -2.747
C -2.191 -4.268 -2.875
C 4.130 2.166 3.721
C 0.203 5.439 -0.673
C 3.158 -1.409 -1.019
C 3.628 2.763 -1.392
C -0.845 -1.670 -0.602
C 3.369 -0.411 3.269
C 0.488 -0.008 -4.415
C -1.098 -2.224 4.248
C -1.021 4.738 3.395
C 4.287 -0.138 4.279
C -2.264 -5.611 -3.186
C -2.091 -4.736 3.466
C -2.159 3.952 -1.749
H 1.652 3.837 -3.079
H -2.559 3.151 -2.373
H 4.555 -0.082 -2.930
H 1.280 5.510 -0.490
H 0.328 0.800 3.819
H -1.249 -4.976 4.121
H 0.397 2.741 -3.643
H 0.212 4.483 -3.871
H -1.265 5.637 3.945
H 2.361 -2.218 3.821
H -1.624 -7.590 -2.673
H 5.386 1.397 5.292
H -1.438 -2.870 5.045
H -1.614 -1.936 -2.463
H -2.137 1.406 -0.323
H 2.162 -1.690 -0.681
H 4.685 -0.949 4.875
H 0.981 5.329 2.857
H -0.082 -4.449 -0.219
H 2.355 -1.855 2.098
H -2.387 -5.629 2.920
H 1.421 -0.771 -2.663
H -2.404 4.899 -2.235
H 3.797 3.833 -1.369
H -2.853 -5.946 -4.028
H -2.886 1.104 3.467
H 3.839 -2.468 2.882
H 1.335 -0.230 -5.052
H -0.302 5.561 0.288
H -0.738 0.779 -5.999
H -2.914 3.786 3.719
H -0.265 -6.840 -0.750
H -4.365 -4.251 -4.542
H -2.663 1.201 -4.492
H -3.837 -2.675 -5.179
H 3.869 -1.680 -0.236
H -3.019 -0.147 -0.213
H -0.083 6.285 -1.302
H -1.376 -3.155 0.619
H 4.402 3.204 3.862
H 4.847 2.383 -3.127
H -3.904 1.363 -0.532
H -2.934 -4.393 4.073
H -2.333 0.657 1.856
H -2.687 3.927 -0.791
H -3.580 1.906 2.057
H -2.841 -4.123 -5.460
H 3.416 -1.964 -1.921
H -0.400 -0.694 5.577
```

max |F|	0.034	Eh/bohr
spin multiplicity	5
⟨S²⟩	6.019
relative energy (zero: lowest compared OMol25 entry of this formula, charge and spin)	70.38	kJ/mol
HOMO (alpha / beta)	-6.9235 / -7.5538	eV

Here are the Löwdin charges for atoms 1 to 5, given in e:
1. Sb 1.56
2. Cr 0.61
3. Si 0.25
4. O -0.08
5. O -0.11


(3)
A 2-piece molecular cluster, CH4O3 overall at a distorted geometry. Source: the OMol25 dataset; level of theory: wB97M-V/def2-TZVPD.

Geometry as XYZ:
```
8
CH4O3 | the OMol25 dataset | wB97M-V/def2-TZVPD
O -1.172 -0.351 -2.177
O 1.169 1.789 1.066
O 0.766 -0.362 0.606
C 0.549 0.769 1.327
H -0.839 -0.582 -1.280
H 0.311 -1.045 1.172
H -0.239 0.574 2.081
H -0.545 -0.792 -2.795
```

max |F|	0.061	Eh/bohr
SMILES	O=CO.O
relative energy (zero: lowest compared OMol25 entry of this formula, charge and spin)	67.67	kJ/mol
HOMO	-11.2371	eV

Here are the natural (NBO) charges for atoms 1 to 5, given in e:
1. O -0.94
2. O -0.53
3. O -0.68
4. C 0.63
5. H 0.47


(4)
An isolated molecule of C19H21N3O3. Source: the OMol25 dataset; level of theory: wB97M-V/def2-TZVPD.

Geometry as XYZ:
```
46
C19H21N3O3 | the OMol25 dataset | wB97M-V/def2-TZVPD
O 2.090 -1.937 -0.857
O -6.580 0.314 0.130
O -0.696 2.706 -0.853
N 3.489 -0.754 0.456
N -1.028 0.536 -0.157
N 5.650 0.709 0.611
C 6.649 1.574 0.668
C -4.580 1.525 0.083
C -0.213 -0.627 0.141
C -2.429 0.465 -0.109
C 7.094 -0.838 -0.481
C -3.208 1.616 0.013
C 7.913 1.308 0.170
C 1.180 1.211 -0.470
C 5.859 -0.474 0.048
C 1.190 -0.064 0.377
C -5.222 0.287 0.040
C 4.692 -1.423 0.028
C 2.284 -1.024 -0.081
C -0.289 1.617 -0.523
C -8.773 -0.579 0.218
C 8.135 0.071 -0.417
C -7.293 -0.905 0.094
C -4.449 -0.861 -0.087
C -3.069 -0.768 -0.162
H 1.506 1.005 -1.493
H -2.733 2.582 0.042
H -0.179 -1.321 -0.709
H 6.415 2.521 1.137
H 7.226 -1.810 -0.930
H -9.358 -1.494 0.194
H 1.335 0.184 1.431
H -5.185 2.413 0.177
H -6.977 -1.552 0.924
H 3.661 0.096 0.976
H -0.603 -1.152 1.016
H -7.099 -1.429 -0.853
H 4.910 -2.272 0.693
H -4.904 -1.838 -0.132
H -8.960 -0.059 1.154
H 4.531 -1.829 -0.977
H -9.080 0.064 -0.602
H 8.698 2.044 0.238
H 1.794 2.017 -0.071
H 9.106 -0.180 -0.820
H -2.501 -1.678 -0.274
```

max |F|	0.012	Eh/bohr
SMILES	CCOc1ccc(N2C[C@@H](C(=O)NCc3ccccn3)CC2=O)cc1
relative energy (zero: lowest compared OMol25 entry of this formula, charge and spin)	102.54	kJ/mol
HOMO	-7.7826	eV

Here are the natural (NBO) charges for atoms 1 to 5, given in e:
1. O -0.63
2. O -0.50
3. O -0.61
4. N -0.61
5. N -0.43


(5)
C13H9BrCl3GeLiNO4 as an isolated structure at a distorted geometry. Source: the OMol25 dataset; level of theory: wB97M-V/def2-TZVPD.

Geometry as XYZ:
```
33
C13H9BrCl3GeLiNO4 | the OMol25 dataset | wB97M-V/def2-TZVPD
Br -0.045 3.935 -1.942
Ge 4.329 1.437 0.082
Cl 6.563 1.638 0.465
Cl 4.080 0.556 -1.933
Cl 3.831 3.580 -0.449
O 1.959 1.378 0.471
O 0.011 -2.869 -1.646
O -0.732 -4.222 0.066
O 1.772 0.972 2.641
N -1.000 2.364 0.078
C -3.103 1.276 0.235
C 0.204 -2.236 -0.446
C 0.394 -1.426 2.163
C 0.770 -1.013 -0.203
C 0.872 -0.620 1.137
C -0.251 -3.057 0.591
C -1.845 1.582 0.730
C -3.490 1.816 -0.983
C -1.373 2.851 -1.085
C -2.605 2.630 -1.677
C -0.542 -4.129 -1.331
C -0.178 -2.667 1.909
C 1.570 0.656 1.486
Li 1.645 2.993 -0.186
H 0.144 -4.926 -1.662
H -0.529 -3.309 2.700
H -2.854 3.075 -2.627
H -1.495 1.193 1.676
H 0.492 -1.068 3.176
H 1.154 -0.393 -0.996
H -1.515 -4.247 -1.837
H -4.467 1.615 -1.395
H -3.764 0.636 0.796
```

max |F|	0.025	Eh/bohr
spin multiplicity	2
⟨S²⟩	0.755
HOMO (alpha / beta)	-8.2560 / -8.2593	eV

Here are the natural (NBO) charges for atoms 1 to 5, given in e:
1. Br 0.04
2. Ge 1.25
3. Cl -0.42
4. Cl -0.44
5. Cl -0.52


(6)
A 4-piece molecular cluster, H10NO3 overall at a distorted geometry. Source: the OMol25 dataset; level of theory: wB97M-V/def2-TZVPD.

Geometry as XYZ:
```
14
H10NO3 | the OMol25 dataset | wB97M-V/def2-TZVPD
O -1.051 1.988 -0.696
O -1.285 -1.119 0.290
O 1.101 -1.623 1.234
N 1.349 0.743 -0.863
H 1.672 -0.080 -0.185
H -1.680 2.725 -0.864
H 0.151 -1.789 1.429
H -1.451 -0.214 0.517
H -2.099 -1.631 0.616
H 0.944 0.187 -1.627
H 0.708 1.352 -0.394
H -1.642 1.244 -0.763
H 2.258 1.067 -1.218
H 1.557 -2.227 1.872
```

max |F|	0.112	Eh/bohr
spin multiplicity	2
⟨S²⟩	0.755
net charge	+2
relative energy (zero: lowest compared OMol25 entry of this formula, charge and spin)	122.14	kJ/mol
HOMO (alpha / beta)	-20.0948 / -20.0926	eV

Here are the natural (NBO) charges for atoms 1 to 5, given in e:
1. O -0.98
2. O -0.83
3. O -0.28
4. N -0.88
5. H 0.43


Q: max |F| of number 4 (C19H21N3O3)?
A: 0.012 Eh/bohr


Q: The lowest max |F| belongs to which entry?
A: C55H44Cl3N5O3P2ReSi


Please write out number 4 again, unchanged.
An isolated molecule of C19H21N3O3. Source: the OMol25 dataset; level of theory: wB97M-V/def2-TZVPD.

Geometry as XYZ:
```
46
C19H21N3O3 | the OMol25 dataset | wB97M-V/def2-TZVPD
O 2.090 -1.937 -0.857
O -6.580 0.314 0.130
O -0.696 2.706 -0.853
N 3.489 -0.754 0.456
N -1.028 0.536 -0.157
N 5.650 0.709 0.611
C 6.649 1.574 0.668
C -4.580 1.525 0.083
C -0.213 -0.627 0.141
C -2.429 0.465 -0.109
C 7.094 -0.838 -0.481
C -3.208 1.616 0.013
C 7.913 1.308 0.170
C 1.180 1.211 -0.470
C 5.859 -0.474 0.048
C 1.190 -0.064 0.377
C -5.222 0.287 0.040
C 4.692 -1.423 0.028
C 2.284 -1.024 -0.081
C -0.289 1.617 -0.523
C -8.773 -0.579 0.218
C 8.135 0.071 -0.417
C -7.293 -0.905 0.094
C -4.449 -0.861 -0.087
C -3.069 -0.768 -0.162
H 1.506 1.005 -1.493
H -2.733 2.582 0.042
H -0.179 -1.321 -0.709
H 6.415 2.521 1.137
H 7.226 -1.810 -0.930
H -9.358 -1.494 0.194
H 1.335 0.184 1.431
H -5.185 2.413 0.177
H -6.977 -1.552 0.924
H 3.661 0.096 0.976
H -0.603 -1.152 1.016
H -7.099 -1.429 -0.853
H 4.910 -2.272 0.693
H -4.904 -1.838 -0.132
H -8.960 -0.059 1.154
H 4.531 -1.829 -0.977
H -9.080 0.064 -0.602
H 8.698 2.044 0.238
H 1.794 2.017 -0.071
H 9.106 -0.180 -0.820
H -2.501 -1.678 -0.274
```

max |F|	0.012	Eh/bohr
SMILES	CCOc1ccc(N2C[C@@H](C(=O)NCc3ccccn3)CC2=O)cc1
relative energy (zero: lowest compared OMol25 entry of this formula, charge and spin)	102.54	kJ/mol
HOMO	-7.7826	eV

Here are the natural (NBO) charges for atoms 1 to 5, given in e:
1. O -0.63
2. O -0.50
3. O -0.61
4. N -0.61
5. N -0.43